No. 1
{"formula": "C25H32N3NiOP", "method": "wB97M-V/def2-TZVPD", "symbols": ["Ni", "C", "N", "C", "C", "C", "N", "C", "C", "H", "H", "H", "H", "H", "H", "H", "H", "H", "H", "H", "H", "H", "H", "H", "H", "O", "N", "C", "C", "C", "C", "C", "C", "C", "P", "C", "C", "C", "C", "C", "C", "C", "C", "C", "C", "C", "C", "H", "H", "H", "H", "H", "H", "H", "H", "H", "H", "H", "H", "H", "H", "H", "H"], "xyz": [[0.60, 1.44, 0.33], [-0.70, 2.07, -2.23], [-0.29, 2.71, -0.96], [0.67, 3.79, -1.28], [-1.49, 3.26, -0.26], [-1.89, 2.36, 0.91], [-0.70, 2.05, 1.75], [-1.06, 1.02, 2.74], [-0.24, 3.25, 2.49], [-1.17, 2.81, -2.89], [-1.42, 1.27, -2.02], [0.17, 1.64, -2.73], [0.20, 4.54, -1.93], [1.53, 3.37, -1.80], [1.01, 4.28, -0.36], [-2.33, 3.33, -0.96], [-1.28, 4.27, 0.07], [-2.29, 1.41, 0.55], [-2.67, 2.84, 1.51], [-1.87, 1.37, 3.38], [-0.19, 0.81, 3.37], [-1.38, 0.11, 2.23], [-1.04, 3.60, 3.15], [0.03, 4.05, 1.80], [0.63, 2.99, 3.08], [2.74, 2.11, 2.01], [2.23, 0.93, 1.41], [2.48, -0.11, 2.13], [2.09, -1.48, 1.82], [2.80, -2.43, 2.57], [2.67, -3.79, 2.33], [1.81, -4.21, 1.33], [1.08, -3.28, 0.59], [1.19, -1.91, 0.83], [0.17, -0.83, -0.22], [0.79, -1.12, -1.89], [0.26, -2.07, -2.75], [0.83, -2.26, -4.01], [1.92, -1.51, -4.40], [2.47, -0.57, -3.53], [1.91, -0.37, -2.28], [-1.51, -1.48, -0.11], [-1.91, -2.23, 0.99], [-3.23, -2.65, 1.12], [-4.16, -2.31, 0.15], [-3.77, -1.56, -0.96], [-2.46, -1.14, -1.09], [3.53, 2.34, 1.48], [3.09, 0.06, 3.02], [3.48, -2.09, 3.35], [3.23, -4.50, 2.91], [1.70, -5.26, 1.11], [0.40, -3.63, -0.17], [-0.59, -2.68, -2.46], [0.41, -3.00, -4.68], [2.36, -1.65, -5.38], [3.34, 0.01, -3.83], [2.37, 0.35, -1.61], [-1.20, -2.52, 1.75], [-3.52, -3.24, 1.97], [-5.18, -2.65, 0.24], [-4.49, -1.31, -1.72], [-2.18, -0.58, -1.97]], "lumo_energy_ev": [-6.32, -6.91], "s2": 2.01, "total_charge": 2, "spin_multiplicity": 3}



No. 2
{"formula": "C25H32N5", "method": "wB97M-V/def2-TZVPD", "symbols": ["C", "N", "C", "C", "C", "C", "C", "C", "C", "C", "C", "C", "C", "C", "C", "N", "C", "C", "C", "C", "H", "H", "H", "H", "H", "H", "H", "H", "H", "H", "H", "H", "H", "H", "H", "H", "H", "H", "H", "C", "C", "N", "C", "N", "C", "C", "C", "C", "N", "H", "H", "H", "H", "H", "H", "H", "H", "H", "H", "H", "H", "H"], "xyz": [[-5.81, -0.84, -0.88], [-4.79, -1.45, -1.70], [-5.25, -2.55, -2.53], [-3.45, -1.04, -1.66], [-2.53, -1.69, -0.81], [-1.20, -1.31, -0.80], [-0.73, -0.28, -1.65], [0.67, 0.02, -1.76], [1.67, -0.93, -1.60], [3.11, -0.66, -1.56], [3.84, 0.51, -1.53], [5.25, 0.43, -1.59], [5.90, -0.82, -1.68], [5.16, -2.02, -1.69], [3.78, -1.91, -1.61], [2.79, -2.91, -1.65], [3.01, -4.33, -1.82], [1.55, -2.34, -1.60], [-1.69, 0.43, -2.43], [-3.01, 0.05, -2.45], [-5.37, -0.05, -0.27], [-6.61, -0.42, -1.51], [-6.27, -1.59, -0.22], [-4.41, -2.97, -3.10], [-5.69, -3.35, -1.91], [-6.02, -2.21, -3.23], [-2.88, -2.51, -0.18], [-0.50, -1.80, -0.13], [0.97, 1.01, -2.13], [3.30, 1.46, -1.47], [5.84, 1.34, -1.56], [6.98, -0.85, -1.74], [5.62, -3.00, -1.77], [4.08, -4.53, -1.86], [2.56, -4.90, -1.00], [2.54, -4.69, -2.75], [0.65, -2.95, -1.66], [-1.34, 1.26, -3.05], [-3.74, 0.57, -3.08], [1.97, 0.85, 3.54], [1.32, 0.06, 2.43], [0.54, 0.86, 1.52], [-0.03, 1.92, 2.04], [0.10, 2.37, 3.32], [0.94, 1.66, 4.28], [-0.42, 3.65, 3.76], [-1.60, 4.11, 2.95], [-1.34, 3.97, 1.46], [-0.85, 2.65, 1.21], [2.48, 0.19, 4.25], [2.72, 1.53, 3.13], [2.09, -0.43, 1.81], [0.70, -0.73, 2.90], [0.32, 0.99, 4.89], [1.40, 2.39, 4.95], [-0.69, 3.57, 4.82], [0.38, 4.40, 3.68], [-2.49, 3.53, 3.22], [-1.79, 5.16, 3.18], [-2.26, 4.11, 0.89], [-0.61, 4.74, 1.15], [-0.85, 2.28, 0.26]], "lumo_energy_ev": -4.61, "total_charge": 1}



No. 3
{"formula": "C25H33ClN5O2", "method": "wB97M-V/def2-TZVPD", "symbols": ["C", "C", "C", "N", "N", "C", "C", "C", "N", "C", "C", "N", "C", "C", "C", "C", "C", "Cl", "C", "C", "C", "C", "O", "N", "C", "C", "O", "C", "C", "C", "C", "C", "C", "H", "H", "H", "H", "H", "H", "H", "H", "H", "H", "H", "H", "H", "H", "H", "H", "H", "H", "H", "H", "H", "H", "H", "H", "H", "H", "H", "H", "H", "H", "H", "H", "H"], "xyz": [[4.78, -3.49, 0.15], [3.26, -3.67, 0.20], [2.60, -2.47, 0.76], [2.19, -2.37, 1.98], [1.67, -1.12, 2.12], [1.16, -0.64, 3.37], [-0.09, -1.40, 3.82], [-1.14, -1.50, 2.71], [-1.27, -0.25, 1.98], [-1.86, -0.41, 0.67], [-1.98, 0.96, 0.00], [-1.02, 1.88, 0.65], [-0.76, 3.10, -0.11], [-1.80, 3.92, -0.50], [-1.52, 5.07, -1.22], [-0.22, 5.40, -1.54], [0.82, 4.57, -1.14], [2.45, 4.96, -1.54], [0.55, 3.41, -0.42], [-1.45, 2.15, 2.04], [-1.91, 0.84, 2.69], [1.75, -0.44, 0.96], [1.36, 0.71, 0.73], [2.36, -1.30, 0.08], [2.68, -0.99, -1.30], [1.44, -0.52, -2.06], [0.47, -1.53, -1.94], [-0.76, -1.34, -2.53], [-1.14, -0.20, -3.21], [-2.42, -0.11, -3.75], [-3.32, -1.15, -3.60], [-2.93, -2.29, -2.91], [-1.66, -2.39, -2.38], [5.17, -3.32, 1.15], [5.06, -2.65, -0.48], [5.24, -4.39, -0.25], [3.02, -4.51, 0.86], [2.87, -3.88, -0.79], [1.94, -0.75, 4.13], [0.94, 0.42, 3.23], [-0.49, -0.91, 4.71], [0.19, -2.42, 4.11], [-2.10, -1.82, 3.14], [-0.82, -2.25, 2.00], [-1.21, -1.07, 0.08], [-2.86, -0.89, 0.71], [-1.76, 0.89, -1.06], [-2.99, 1.37, 0.12], [-0.09, 1.33, 0.73], [-2.83, 3.68, -0.26], [-2.33, 5.72, -1.52], [0.00, 6.30, -2.10], [1.36, 2.77, -0.11], [-0.60, 2.59, 2.57], [-2.26, 2.89, 2.02], [-1.61, 0.82, 3.74], [-3.01, 0.75, 2.66], [3.43, -0.19, -1.33], [3.08, -1.89, -1.76], [1.71, -0.36, -3.11], [1.08, 0.42, -1.64], [-0.45, 0.62, -3.36], [-2.70, 0.78, -4.29], [-4.30, -1.08, -4.02], [-3.62, -3.12, -2.80], [-1.34, -3.28, -1.85]], "lumo_energy_ev": -1.84, "smiles": "CCc1nn(CCCN2CC[NH+](c3cccc(Cl)c3)CC2)c(=O)n1CCOc1ccccc1", "total_charge": 1}